No. 1
C27H47N6O6S2 | the ωB97M-V functional and the def2-TZVPD basis

Structure (ORCA input):
```
! RIJCOSX wB97M-V def2-TZVPD def2/J DEFGRID3
* xyz 1 1
N 6.52681 -1.05939 2.01492
C 6.37085 0.13714 2.42415
C 4.98510 0.83621 2.70543
C 4.53383 1.77520 1.52685
C 3.19433 2.38600 1.62690
C 2.75924 3.25638 0.53820
C 1.40268 4.01908 0.48419
O 0.74280 3.86514 -0.51496
O 1.02177 4.83880 1.50621
C -0.41426 5.02834 1.53378
C -1.17358 3.68038 1.86859
C -2.34424 3.45286 0.81513
S -1.96236 1.87097 -0.09463
C -2.72285 0.48368 0.86030
S -1.84113 -0.70418 1.55999
N -4.18991 0.52612 0.91848
C -4.77133 1.24475 1.95695
C -6.19788 1.08219 1.63193
N -6.30582 0.28837 0.48946
C -5.06752 -0.07412 0.02370
C 3.65706 3.47079 -0.62969
C 4.94242 2.81875 -0.62968
N 5.33854 2.02096 0.43563
H 5.59108 -1.49201 1.92169
H 7.28748 0.77622 2.58783
H 4.18674 0.08160 2.93574
H 5.14811 1.48835 3.61579
H 2.53738 2.22020 2.51062
H -0.67652 5.76190 2.34786
H -0.79141 5.50700 0.58472
H -1.61826 3.75484 2.90467
H -0.52659 2.76795 1.87382
H -3.30613 3.40349 1.38505
H -2.45232 4.26067 0.05082
H -4.24244 1.80277 2.75306
H -6.99898 1.55561 2.23455
H -4.80977 -0.69835 -0.85649
H 3.35793 4.12437 -1.47711
H 5.63056 2.97436 -1.48890
H 6.27447 1.60362 0.35259
C -8.03444 2.48697 -1.43666
O -9.02326 3.01903 -2.30396
C -9.13174 2.31436 -3.53936
C -10.44972 1.55208 -3.61071
N -10.46280 0.42548 -2.68085
C -11.78071 -0.18465 -2.50364
C -12.89492 0.68508 -1.90908
O -12.69282 1.04098 -0.54827
C -11.86808 2.17767 -0.34812
H -7.90707 3.18264 -0.60551
H -8.34608 1.52223 -1.02938
H -7.07419 2.37873 -1.95018
H -8.27792 1.65276 -3.71253
H -9.13098 3.07022 -4.33038
H -10.59530 1.17788 -4.62840
H -11.25134 2.26642 -3.38971
H -10.13615 0.74197 -1.77605
H -11.63979 -1.04272 -1.84037
H -12.11562 -0.58458 -3.46681
H -13.80927 0.08416 -1.92080
H -13.11196 1.57039 -2.51711
H -11.97370 2.91402 -1.14848
H -10.82454 1.87473 -0.24365
H -12.16426 2.64651 0.59241
C 10.71740 -7.58751 -0.64202
O 9.42082 -7.03369 -0.80148
C 8.65616 -7.02563 0.40198
C 8.46148 -5.59996 0.90593
N 9.71337 -5.03558 1.40385
C 9.65906 -3.59585 1.65299
C 9.39014 -2.67503 0.45675
O 10.44160 -2.63803 -0.49776
C 10.41242 -3.68612 -1.45570
H 11.15508 -7.70700 -1.63371
H 11.36186 -6.92092 -0.06159
H 10.67210 -8.56858 -0.16106
H 9.09436 -7.66575 1.17276
H 7.67376 -7.43576 0.15012
H 7.72313 -5.60082 1.71353
H 8.05833 -5.01236 0.07236
H 10.44586 -5.21264 0.72742
H 10.62839 -3.31645 2.07557
H 8.91059 -3.40079 2.42877
H 9.31621 -1.65592 0.84917
H 8.42812 -2.87857 -0.02736
H 9.39389 -3.99649 -1.70128
H 10.99585 -4.53770 -1.10286
H 10.89078 -3.32224 -2.36688
*
```

## Properties
Energy relative to the best compared isomer or geometry (same formula, charge and spin) = 0.00 kJ/mol
Kohn-Sham gap = 4.433 eV
HOMO = -0.348 Ha
E_tot = -2632.8634 hartree

Partial atomic charges computed with the Löwdin method, in multiples of e: 0.1240 -0.2459 -0.0829 -0.1225 0.1003 0.0031 -0.4260 0.1324 0.0078 -0.1474 -0.2067 -0.4218 0.8374 -1.0238 0.7133 -0.2168 -0.0650 -0.1099 0.0261 -0.0983 0.0707 0.0144 0.1262 0.0733 0.1270 0.1357 0.1395 0.1457 0.1416 0.1316 0.1199 0.0891 0.0672 0.0853 0.1173 0.1019 0.1416 0.1413 0.1508 0.1730 -0.1298 -0.1978 -0.2123 -0.2123 -0.0533 -0.1978 -0.2236 -0.1784 -0.0995 0.0848 0.0606 0.0824 0.1198 0.1190 0.1224 0.1018 0.0661 0.1185 0.1167 0.1202 0.1095 0.0886 0.0685 0.0879 -0.1101 -0.1965 -0.2111 -0.2140 -0.0507 -0.1992 -0.2420 -0.1813 -0.0947 0.0907 0.0764 0.0893 0.1226 0.1203 0.1206 0.0995 0.0669 0.1196 0.1089 0.1023 0.1008 0.0884 0.0712 0.0895

***

No. 2
C27H48F2IN3O12 | the ωB97M-V functional and the def2-TZVPD basis

Structure (ORCA input):
```
! RIJCOSX wB97M-V def2-TZVPD def2/J DEFGRID3
* xyz 0 1
C -0.54032 -1.34759 3.86017
C -1.04019 -0.68556 2.97039
C -1.62852 -0.03303 1.81646
C -1.02584 -0.49322 0.47720
C 0.50258 -0.38380 0.67641
O 0.86692 0.82476 1.32269
C 2.27239 0.95869 1.21857
C 2.83262 1.72653 2.40017
C -1.37319 0.34313 -0.77101
I -3.44661 1.02183 -1.07335
C -0.53566 1.52660 -1.29460
C -0.61432 2.89832 -0.55717
N 0.67863 3.48270 -0.23577
N -1.38057 2.91604 0.69121
N -1.21445 3.86411 -1.51899
O -1.23507 -0.63522 -1.83176
C -1.63311 -1.85655 -1.35600
O -2.02810 -2.67153 -2.11621
C -1.43550 -1.97977 0.19523
C -2.80495 -2.55635 0.61393
F -3.86184 -1.71451 0.33461
C -2.94651 -3.11247 2.04049
C -3.85907 -2.32545 3.00126
C -0.41450 -3.14874 0.26804
F 0.16506 -3.28862 1.51491
C 0.68486 -3.22178 -0.82287
C 1.86043 -4.03131 -0.24270
H -0.03988 -1.59613 4.75381
H -1.46163 1.02675 1.98629
H -2.70922 -0.13570 1.81026
H 0.87601 -1.19068 1.31039
H 1.04406 -0.47609 -0.26752
H 2.56582 1.46284 0.29258
H 2.77182 -0.01407 1.20488
H 2.68966 2.80000 2.27923
H 2.35189 1.42721 3.32871
H 3.90117 1.56345 2.51718
H -0.89881 1.71395 -2.29977
H 0.51940 1.31022 -1.44996
H 1.40420 3.14357 -0.84677
H 0.90216 3.34410 0.73760
H -2.34914 3.14125 0.52010
H -1.04636 3.62433 1.33241
H -2.11011 3.50105 -1.83954
H -1.46791 4.67928 -0.97223
H -2.96360 -3.40352 -0.04771
H -3.35744 -4.11756 1.97191
H -1.99152 -3.24420 2.53245
H -4.73261 -2.89335 3.30836
H -4.21655 -1.36621 2.64014
H -3.31433 -2.12814 3.92094
H -0.99801 -4.05767 0.12966
H 0.28904 -3.83905 -1.62359
H 1.00594 -2.26406 -1.21995
H 2.43326 -3.44191 0.46324
H 2.53504 -4.33567 -1.04191
H 1.50918 -4.94249 0.22959
C -8.44192 -1.53309 -5.95068
O -7.49432 -2.41371 -5.34928
C -6.44686 -1.79476 -4.79710
O -6.26501 -0.60533 -4.77744
O -5.64708 -2.71959 -4.27665
C -4.47087 -2.19630 -3.64559
H -9.23560 -2.15328 -6.35852
H -8.86505 -0.85779 -5.20879
H -7.98266 -0.96721 -6.75957
H -4.73079 -1.55427 -2.80725
H -3.85692 -1.66043 -4.36722
H -3.90651 -3.03560 -3.26348
C 2.24405 4.45276 6.55930
O 3.08005 5.58905 6.33642
C 3.96040 5.43428 5.34850
O 4.09040 4.45129 4.66710
O 4.67049 6.55653 5.24661
C 5.66100 6.53251 4.21793
H 1.57969 4.70562 7.38077
H 1.64778 4.23427 5.67487
H 2.84002 3.58563 6.83867
H 5.19861 6.39598 3.24189
H 6.39099 5.74696 4.40526
H 6.16315 7.49553 4.24042
C 7.01418 -2.62231 -4.08089
O 6.04547 -1.64659 -4.46824
C 4.98790 -1.57673 -3.66263
O 4.79772 -2.24291 -2.67987
O 4.16569 -0.63839 -4.12880
C 2.98604 -0.47701 -3.34489
H 7.81643 -2.57830 -4.81198
H 7.41802 -2.39341 -3.09624
H 6.57963 -3.62031 -4.09021
H 3.23042 -0.16726 -2.32852
H 2.39981 -1.39522 -3.33162
H 2.38894 0.30063 -3.81435
*
```

## Properties
SMILES = C#CC[C@@]1(COCC)C([C@H](F)CC)([C@H](F)CC)C(=O)O[C@]1(I)CC(N)(N)N.COC(=O)OC.COC(=O)OC.COC(=O)OC
Kohn-Sham gap = 9.148 eV
HOMO = -0.327 Ha
E_tot = -2622.0916 hartree

Partial atomic charges computed with the Löwdin method, in multiples of e: 0.1386 -0.1083 -0.1383 -0.2595 -0.1587 -0.1322 -0.2785 -0.0554 -0.5904 1.1184 -0.1300 -0.6482 0.0943 0.0574 0.0509 -0.0309 -0.4452 0.1579 -0.1284 -0.2692 -0.0559 -0.1485 -0.0859 -0.2471 -0.0089 -0.1542 -0.0735 0.0293 0.1022 0.0942 0.1278 0.1168 0.1067 0.1205 0.0650 0.0822 0.0804 0.0981 0.1092 0.0706 0.0558 0.0233 0.0855 0.0090 0.0691 0.1433 0.1108 0.0850 0.0697 0.0635 0.0596 0.1583 0.1169 0.0943 0.0720 0.0753 0.0785 -0.0469 0.0013 -0.6247 0.1205 0.0132 -0.0424 0.0913 0.0964 0.0965 0.0680 0.1054 0.0739 -0.0392 0.0069 -0.6241 0.1168 0.0073 -0.0400 0.0931 0.0957 0.0977 0.0975 0.0973 0.0932 -0.0390 0.0090 -0.6255 0.1198 0.0132 -0.0449 0.0934 0.0976 0.0979 0.0902 0.0943 0.0958

***

No. 3
C27H48FN2O20 | the ωB97M-V functional and the def2-TZVPD basis

Structure (ORCA input):
```
! RIJCOSX wB97M-V def2-TZVPD def2/J DEFGRID3
* xyz 1 1
N 0.35245 -2.18065 -2.33905
C 1.01140 -1.08090 -3.06229
C 0.79019 0.25357 -2.33237
C -0.22894 1.20010 -3.02929
C -1.57098 0.99499 -2.40171
C -2.57168 0.22266 -2.96352
C -3.75459 0.03648 -2.26709
C -4.81165 -0.86408 -2.83735
O -5.30851 -1.75125 -2.22058
O -5.10038 -0.68695 -4.17709
F -5.27532 0.71183 -4.33176
C -3.94880 0.64324 -1.02664
C -2.95167 1.41477 -0.50631
N -1.79683 1.55454 -1.19679
H -0.29610 -1.84942 -1.63791
H -0.15651 -2.79454 -2.96022
H 0.65588 -1.04133 -4.09394
H 2.08403 -1.27829 -3.09198
H 0.39136 0.00462 -1.34425
H 1.72665 0.77212 -2.13559
H -0.30149 0.97428 -4.09052
H 0.06006 2.24787 -2.93114
H -2.38852 -0.22053 -3.93253
H -4.86280 0.50967 -0.46624
H -3.01248 1.90318 0.45458
H -1.04848 2.10628 -0.78430
C 0.28823 2.46052 2.98274
O 1.57257 3.05619 3.14046
C 2.15356 3.39895 1.99177
O 1.66993 3.23221 0.89625
O 3.33676 3.93751 2.24703
C 4.06374 4.32603 1.07014
H -0.08490 2.23395 3.97681
H -0.39130 3.15690 2.49191
H 0.36435 1.53672 2.40895
H 3.52129 5.09467 0.52428
H 4.24362 3.46391 0.43228
H 5.00942 4.72437 1.42318
C -3.76233 -2.92634 -5.82505
O -2.98718 -3.12486 -7.00483
C -3.72640 -3.35461 -8.09979
O -4.92650 -3.39245 -8.12750
O -2.90403 -3.52571 -9.12557
C -3.56167 -3.78446 -10.37385
H -3.04918 -2.75015 -5.01967
H -4.41518 -2.06923 -5.94167
H -4.35038 -3.81327 -5.59433
H -4.20152 -2.94867 -10.64814
H -4.14787 -4.69858 -10.31324
H -2.77176 -3.90119 -11.10871
C 2.14577 -3.39191 4.61613
O 2.42466 -4.02447 3.36009
C 1.58503 -3.71558 2.38170
O 0.64806 -2.95648 2.46451
O 1.95744 -4.35340 1.27625
C 1.08458 -4.12648 0.16388
H 2.90902 -3.74271 5.30284
H 2.20693 -2.30948 4.51992
H 1.16188 -3.68142 4.97904
H 1.04638 -3.07255 -0.08575
H 0.08546 -4.50109 0.38278
H 1.50170 -4.67704 -0.67330
C 2.45137 5.99851 4.29932
O 2.05690 6.83587 5.39034
C 0.90720 7.47573 5.19094
O 0.21292 7.38430 4.20924
O 0.65378 8.22668 6.25754
C -0.56093 8.97866 6.18127
H 3.38577 5.52826 4.58749
H 1.70074 5.23728 4.12182
H 2.60680 6.59758 3.40286
H -1.41757 8.31436 6.08623
H -0.53145 9.67000 5.34162
H -0.62807 9.53361 7.11168
C 4.46996 -2.98504 0.73638
O 5.78862 -2.43052 0.69451
C 6.26884 -2.26212 -0.53575
O 5.68314 -2.50916 -1.55943
O 7.49972 -1.76781 -0.44122
C 8.14633 -1.54127 -1.69752
H 4.19487 -3.05489 1.78159
H 3.77404 -2.33089 0.21022
H 4.45809 -3.97594 0.29055
H 7.58912 -0.81895 -2.29100
H 8.24973 -2.47343 -2.24878
H 9.12836 -1.14366 -1.46137
C -5.68132 -2.19718 5.18140
O -4.32299 -1.78608 5.37302
C -3.61999 -1.66018 4.25389
O -4.02715 -1.84930 3.13478
O -2.38458 -1.27713 4.57362
C -1.51502 -1.13505 3.44700
H -6.11882 -2.25492 6.17289
H -6.22154 -1.46685 4.58247
H -5.72179 -3.17360 4.70347
H -1.91175 -0.37775 2.76697
H -1.39584 -2.07811 2.93103
H -0.55400 -0.81312 3.83519
*
```

## Properties
Kohn-Sham gap = 7.280 eV
HOMO = -0.451 Ha
E_tot = -2771.4643 hartree

Partial atomic charges computed with the Löwdin method, in multiples of e: 0.0082 -0.2418 -0.1525 -0.0898 -0.1791 0.0902 -0.0673 -0.3918 0.2372 0.0888 0.0212 0.0597 0.0200 0.1710 0.0523 0.0727 0.1084 0.1105 0.1005 0.1176 0.1236 0.1320 0.1470 0.1492 0.1503 0.1881 -0.0428 -0.0015 -0.6255 0.0943 0.0017 -0.0162 0.1011 0.0955 0.0862 0.1009 0.0974 0.1002 -0.0512 0.0024 -0.6226 0.1350 0.0096 -0.0259 0.0824 0.0792 0.1085 0.0991 0.1002 0.0955 -0.0183 0.0066 -0.6232 0.0981 -0.0106 -0.0401 0.0983 0.0965 0.1009 0.0605 0.1020 0.0998 -0.0397 0.0171 -0.6256 0.1138 0.0097 -0.0347 0.1005 0.0780 0.1024 0.0963 0.0978 0.0951 -0.0356 0.0168 -0.6268 0.1157 0.0077 -0.0348 0.0847 0.0975 0.1063 0.0953 0.0990 0.0949 -0.0303 0.0116 -0.6266 0.1101 0.0143 -0.0486 0.0964 0.0962 0.0992 0.0823 0.0758 0.0882

***

No. 4
C27H48FNNiS4Si4 | the ωB97M-V functional and the def2-TZVPD basis

Structure (ORCA input):
```
! RIJCOSX wB97M-V def2-TZVPD def2/J DEFGRID3
* xyz -2 3
Ni 0.08731 0.22871 -0.01381
S 0.29245 4.04901 -0.18485
S -0.79647 5.77341 -0.43168
S -2.72690 5.41475 -0.45490
S -0.93434 2.48721 -0.22804
C 3.35000 0.71649 3.07537
C 2.58644 1.96847 2.62989
C 1.08350 1.76665 2.83031
C 2.97163 2.49033 1.24372
C 3.57532 3.74852 1.21557
C 3.94415 4.35720 0.02849
C 3.68915 3.69624 -1.16050
C 3.09277 2.43507 -1.19207
C 2.85289 1.85068 -2.58632
C 1.38423 1.60660 -2.93078
C 3.68143 0.59916 -2.89228
C 2.74413 1.81220 0.02629
N 2.15697 0.53167 0.02717
C 3.00223 -0.51604 0.10670
C 4.41935 -0.47408 0.17849
C 5.18495 -1.62961 0.26748
C 4.60824 -2.89362 0.28766
C 3.21374 -2.97796 0.21163
C 2.48215 -1.82705 0.12343
F 1.12541 -1.90919 0.04606
H 3.23445 0.58631 4.15661
H 4.41604 0.78946 2.84902
H 2.96487 -0.17935 2.58668
H 2.88177 2.77145 3.30988
H 0.68973 1.01515 2.14855
H 0.52784 2.69072 2.66069
H 0.89131 1.42647 3.85382
H 3.74420 4.26707 2.15436
H 4.40533 5.33823 0.02906
H 3.94828 4.17387 -2.10054
H 3.20344 2.63041 -3.26723
H 0.94093 0.86292 -2.27164
H 1.30424 1.23967 -3.96037
H 0.79376 2.51923 -2.83970
H 3.29238 -0.27353 -2.36667
H 4.72744 0.72634 -2.60342
H 3.64246 0.39007 -3.96673
H 4.90102 0.49604 0.16416
H 6.26540 -1.53757 0.32221
H 5.21303 -3.78799 0.36034
H 2.69445 -3.92957 0.22070
C -0.89533 -3.80485 -1.28321
Si -1.83785 -3.05848 0.18500
C -3.38631 -4.15734 0.27659
C -0.90059 -3.49783 1.77424
Si -1.98345 -0.73510 -0.01805
Si -3.45965 -0.13614 1.68611
C -5.01286 -1.19921 1.91675
C -4.11034 1.62099 1.53027
C -2.54696 -0.24297 3.33635
Si -3.20834 -0.49767 -1.98566
C -4.76335 -1.56493 -2.18225
C -3.79020 1.26243 -2.30350
C -2.09991 -0.96787 -3.44290
H -0.34261 -4.70564 -0.99079
H -0.18308 -3.09001 -1.70517
H -1.60083 -4.08133 -2.07624
H -3.09117 -5.21223 0.35456
H -4.01121 -4.04650 -0.61315
H -4.00671 -3.91709 1.14258
H -0.33383 -4.43054 1.67043
H -1.60750 -3.61913 2.60376
H -0.20001 -2.70268 2.04702
H -5.64765 -1.16832 1.02324
H -5.60184 -0.83438 2.76875
H -4.75786 -2.24421 2.10464
H -4.82281 1.70132 0.70109
H -3.29916 2.32609 1.32229
H -4.61824 1.93383 2.45041
H -2.31128 -1.28478 3.58360
H -3.14245 0.18180 4.15373
H -1.59948 0.30418 3.27845
H -5.51763 -1.30028 -1.43205
H -4.53390 -2.62639 -2.05985
H -5.20557 -1.42383 -3.17692
H -4.56721 1.55648 -1.58913
H -4.19866 1.36101 -3.31657
H -2.96673 1.97370 -2.18573
H -1.94424 -2.05180 -3.48331
H -1.11656 -0.49763 -3.33021
H -2.52972 -0.64287 -4.39799
*
```

## Properties
Kohn-Sham gap (alpha / beta) = 5.993 / 5.771 eV
HOMO (alpha / beta) = -0.051 / -0.056 Ha
E_tot = -5471.4450 hartree

Partial atomic charges computed with the Löwdin method, in multiples of e: -0.0214 -0.0307 -0.2087 -0.1746 0.0921 -0.0645 -0.3567 -0.0818 -0.1537 -0.0736 -0.1134 -0.0760 -0.1565 -0.3589 -0.0816 -0.0655 -0.2281 0.0356 -0.2890 -0.0597 -0.1313 -0.1450 -0.0412 -0.2204 -0.0317 0.0703 0.0740 0.0707 0.1114 0.0272 0.0664 0.0746 0.1000 0.0885 0.1004 0.1117 0.0321 0.0750 0.0597 0.0693 0.0746 0.0701 0.1081 0.0864 0.0743 0.1077 -0.2398 0.3225 -0.2298 -0.2397 0.3239 0.3024 -0.2293 -0.2338 -0.2277 0.2999 -0.2292 -0.2325 -0.2291 0.0163 0.0102 0.0123 0.0197 -0.0031 -0.0053 0.0157 0.0117 0.0097 0.0103 0.0176 -0.0078 0.0119 -0.0216 0.0206 0.0102 0.0177 0.0084 0.0103 -0.0073 0.0172 0.0112 0.0196 -0.0133 0.0060 0.0105 0.0174